Entry 1:
Density functional theory data (wB97M-V/def2-TZVPD) for C55H87B3BrClN18O4 as an isolated structure.

Properties
HOMO = -7.452 eV
F_max = 6.6 eV/Å
Frontier orbital gap = 0.2662 Eh
E = -178048.7341 eV
Net charge = 0

Last column: Löwdin charge in e.
Atoms and positions in Å:
H (4.88642, -2.68502, -2.75591)  0.107
H (-8.89025, -4.59170, 4.08028)  0.081
C (2.48268, -7.31117, 2.04317)  -0.054
C (4.67278, 3.79719, -3.36034)  -0.122
N (11.47056, 10.78130, -5.29394)  0.139
O (-5.75722, -1.31800, -0.78241)  0.278
C (2.18948, 2.42340, 1.51450)  -0.243
O (-6.24327, -0.99419, 1.57480)  0.109
C (4.07259, -2.14541, -2.22139)  -0.191
N (-4.33052, -4.63407, 11.22919)  0.119
C (-2.80342, -2.39736, -2.28991)  -0.163
C (1.62800, 3.64884, 5.97809)  -0.264
H (5.67313, 2.26955, -1.64066)  0.122
Cl (-10.77533, -0.13836, -2.73901)  0.484
C (1.08745, -4.51129, -1.33073)  -0.207
H (0.68021, 3.56525, 2.44279)  0.087
C (-4.83046, -1.82742, 6.31061)  -0.296
H (5.98557, 0.20833, -2.94947)  0.115
N (-5.94670, -1.79197, 6.19559)  0.146
C (4.37804, -3.44099, -7.86495)  -0.245
H (2.75285, 1.28255, -4.13252)  0.102
C (0.34561, 2.93036, 5.76752)  -0.060
H (0.51243, 2.03697, 5.17450)  0.063
H (-3.49144, -0.27910, -2.15075)  0.119
N (-0.02042, -1.69059, -7.03877)  0.090
H (-2.97459, -2.78781, 6.01726)  0.085
C (3.03697, 7.39123, 6.50111)  -0.080
N (-4.31599, 1.42847, 8.72548)  0.161
H (2.86870, -6.38562, 1.61839)  0.078
H (5.48583, -0.13660, -1.28498)  0.108
H (11.59199, 13.16194, -3.22444)  0.079
C (-1.30315, -2.20095, -2.75235)  -0.210
H (-5.12793, 1.15080, 2.83648)  0.139
H (1.47744, 2.38879, 3.49971)  0.046
O (-4.00315, -1.46852, 0.93236)  0.244
H (-7.19381, -5.09060, 4.22008)  0.081
H (1.06089, -4.85607, -0.26298)  0.087
H (2.93945, -0.27398, -2.48687)  0.107
H (-7.44550, 1.37852, 0.18917)  0.118
C (1.03190, -7.40282, 1.80392)  -0.279
Br (-2.18781, 1.16145, 0.85540)  0.839
H (-0.35958, 3.57480, 5.24703)  0.087
C (11.57096, 13.19826, -4.31296)  -0.061
H (6.21930, -2.70004, -8.57893)  0.081
C (-2.95030, 0.84121, 2.63555)  -0.728
H (-1.22922, -1.51080, -3.62104)  0.059
C (-2.04698, -6.96563, -8.30043)  -0.057
H (2.44565, 6.58853, 6.06974)  0.029
N (-5.59662, 0.20478, 14.16136)  0.128
C (-5.48610, 0.70061, 11.60765)  -0.092
H (-0.57228, -5.54893, -2.25973)  0.082
H (-5.07757, 1.46995, 5.68983)  0.078
H (2.92807, -3.86487, -2.99258)  0.103
H (6.09051, -4.46943, -8.54342)  0.079
H (3.13187, 7.22564, 7.57290)  0.080
C (0.24817, -8.29588, -1.79025)  -0.286
C (-7.72206, 0.32913, -0.04882)  -0.055
C (-4.76567, -4.03479, 12.07257)  -0.293
H (-8.08385, -5.38594, 2.71382)  0.080
N (-0.76621, -5.27274, -6.80569)  0.171
H (-1.06047, -9.95046, -1.77028)  0.077
H (-0.07741, 2.64323, 6.72862)  0.084
H (-4.39538, -0.22712, 3.83802)  0.107
N (8.95268, 10.65277, -0.11044)  0.122
N (3.26343, -3.35754, -7.75385)  0.170
C (3.09919, 3.25945, -4.99494)  -0.072
H (-5.49045, 1.77598, 11.44282)  0.072
H (-9.05918, -1.71126, -2.16366)  0.074
H (-1.35731, -4.09730, -3.76909)  0.106
H (-0.31281, -4.19044, -8.93937)  0.028
H (2.40448, 3.28511, -5.84521)  0.088
H (4.12803, 5.30451, -4.96936)  0.075
H (-6.27153, -2.78468, 12.86710)  0.076
H (4.88701, 8.50581, -3.18818)  0.081
C (3.31795, 2.22041, -4.05926)  -0.135
C (-1.31972, -6.00463, -7.45156)  -0.273
N (2.59574, 4.19339, 6.14381)  0.156
C (-5.54823, 0.41370, 13.05336)  -0.294
H (9.42526, 10.49261, -3.21869)  0.065
C (5.84097, -3.55090, -8.01431)  -0.058
C (-4.26926, 1.64638, 7.62624)  -0.262
H (-1.51819, -7.10082, -9.24294)  0.079
N (1.11693, -7.73717, -2.22909)  0.152
C (-4.41494, 0.29755, 2.85462)  0.016
C (2.69311, -2.86986, -2.55518)  -0.202
O (-2.25924, 1.06873, 3.57187)  -0.011
C (-0.63273, -3.55899, -3.10330)  -0.184
H (2.13644, -2.29994, -3.33904)  0.100
C (-7.52000, -3.37712, 3.03359)  -0.174
H (2.68227, -7.32327, 3.11358)  0.080
B (-6.52545, -0.68481, 0.21590)  -0.480
H (1.42078, -3.84852, -8.86328)  0.021
H (10.91394, 9.90963, -2.45320)  0.072
N (2.63850, 1.90840, 0.62423)  0.162
C (-9.45436, -0.81034, -1.65854)  -0.539
H (-8.53567, 0.05280, 0.67150)  0.119
C (-5.33741, -3.24734, 13.18095)  -0.072
H (4.02825, 7.38317, 6.05099)  0.081
C (-1.13862, 1.04869, -3.35220)  -0.049
H (-0.41285, 1.82310, -3.10390)  0.079
H (2.32181, 3.87432, 3.03987)  0.083
H (-1.79028, -8.41516, -1.26219)  0.081
H (-7.56434, 0.21965, -2.30066)  0.113
C (-0.89215, -9.02883, -1.21439)  -0.071
H (-3.04967, -6.59334, -8.50475)  0.080
B (-4.87981, -0.76154, 1.75050)  -0.576
N (-0.07223, -7.47279, 1.61751)  0.145
N (7.00467, 6.93384, -4.90033)  0.137
H (4.01478, -0.70715, -3.84592)  0.110
C (11.50942, 11.82995, -4.85886)  -0.289
H (-1.12661, -4.36803, -1.06205)  0.102
C (-7.94861, -4.69313, 3.54331)  -0.048
C (3.95327, -0.66706, -2.73225)  -0.228
C (-4.21034, 1.91253, 6.17904)  -0.056
H (-2.33060, -0.79303, -0.88535)  0.028
H (4.22026, -2.12640, -1.12070)  0.096
H (9.51659, 8.82955, -2.61369)  0.076
H (-4.21862, 2.98820, 6.00700)  0.088
N (1.88302, 9.67598, 6.05903)  0.121
H (-1.29655, 0.41416, -2.47964)  0.034
H (-0.80861, -1.70742, -1.87748)  0.092
H (6.31288, -3.56557, -7.03327)  0.079
C (1.63285, 3.10283, 2.69841)  -0.057
C (5.11388, 0.28171, -2.25819)  -0.171
C (-0.64101, 0.23701, -4.48840)  -0.243
N (-7.18773, -2.37225, 2.64269)  0.207
H (-5.53372, -3.89543, 14.03347)  0.081
B (-4.38941, -1.32697, -0.42569)  -0.492
H (-3.30583, 1.48796, 5.74594)  0.049
H (1.74190, -5.25031, -1.84662)  0.077
H (-2.91264, -1.01490, 5.96298)  0.060
C (0.43565, -3.40489, -8.96442)  -0.103
H (2.98792, -8.15511, 1.57644)  0.082
C (5.83134, 8.06762, -2.86983)  -0.056
C (9.32675, 10.30870, -1.11127)  -0.293
C (-3.36365, -1.87299, 6.46166)  -0.052
C (4.01880, 4.30829, -4.51268)  -0.101
H (-4.57577, 0.28163, 11.18503)  0.056
H (-2.08282, 1.51965, -3.62483)  0.085
C (4.72774, 1.76348, -1.95851)  -0.152
H (-9.90994, -1.03100, -0.67391)  0.071
N (4.23541, 2.51647, -3.10784)  -0.114
N (-0.30782, -0.38922, -5.37725)  0.105
H (10.69736, 13.76372, -4.63370)  0.082
C (6.50027, 7.42271, -4.02544)  -0.297
C (-8.32704, 0.28185, -1.49880)  -0.266
H (-0.68370, -9.27213, -0.17454)  0.051
C (0.18375, -2.44680, -7.86288)  -0.257
H (4.06511, 1.80717, -1.06633)  0.065
H (0.28505, -3.43476, -3.71786)  0.104
H (-2.92947, -3.32884, -1.69104)  0.109
C (9.82716, 9.85752, -2.43167)  -0.075
C (1.78344, -3.08899, -1.29909)  -0.193
H (5.63711, 7.32830, -2.09451)  0.076
H (-3.10066, -1.84995, 7.51820)  0.085
H (12.46985, 13.69820, -4.67015)  0.081
C (-3.21856, -1.12908, -1.47624)  -0.114
H (6.47149, 8.84972, -2.46347)  0.065
H (-8.85521, 1.25488, -1.65074)  0.085
H (-3.39715, -2.47620, -3.22838)  0.123
H (2.46595, -3.10226, -0.41107)  0.094
H (-4.64077, -2.46683, 13.48174)  0.065
H (-6.34623, 0.26046, 11.10535)  0.080
H (5.39590, 4.37812, -2.77604)  0.101
H (1.07471, -2.25239, -1.12298)  0.096
C (2.38228, 8.68908, 6.24976)  -0.293
H (0.37642, -2.88674, -9.92216)  0.073
H (-2.12006, -7.92576, -7.79219)  0.079
C (-0.38012, -4.51284, -1.88046)  -0.193

Entry 2:
Density functional theory data (wB97M-V/def2-TZVPD) for C20H62Ag2N8O13 as an isolated structure.

Properties
HOMO = -8.674 eV
F_max = 2.6 eV/Å
Frontier orbital gap = 0.2763 Eh
E = -68281.3662 eV
Net charge = 0

Last column: Löwdin charge in e.
Atoms and positions in Å:
H (-2.58647, -2.09605, -4.39161)  0.076
H (-3.30404, 3.67064, 0.19758)  0.110
O (-0.99549, -1.38617, 0.42808)  -0.397
N (-2.54140, -3.49337, 4.43022)  0.160
C (4.49043, 3.87659, 0.03139)  -0.624
H (-0.11047, -2.38142, -4.64037)  0.123
C (3.54107, -2.37579, -1.66782)  -0.356
H (5.89100, -0.40778, -0.37379)  0.102
H (-2.36849, 0.89768, -3.15592)  0.099
H (-3.36843, -3.80841, 0.88534)  0.094
C (1.50536, 4.42735, -2.51976)  -0.048
H (-5.12926, 0.43840, -1.91581)  0.076
H (2.07967, 4.16257, -1.63780)  0.036
H (4.67571, 3.92815, 2.07783)  0.041
N (5.05788, -0.22520, 0.14397)  0.152
N (-2.37281, -1.86063, 2.79661)  0.163
H (-3.68294, 2.69451, -3.57863)  0.075
C (5.09924, -0.38915, 1.52494)  -0.611
H (-0.43401, 3.98872, -3.21848)  0.112
H (-2.70029, 1.11072, -1.38983)  0.071
H (1.71321, 3.75372, 2.90546)  0.105
H (-0.53030, -0.87254, -2.24382)  0.056
H (-3.05007, -1.67014, 0.31187)  0.027
O (6.10603, -0.83605, 2.11383)  -0.010
H (0.15132, 0.84277, -1.24040)  0.053
H (-0.00727, -3.00818, -2.97062)  0.052
O (-0.48246, -2.64737, 3.77353)  -0.038
C (4.37374, -3.59259, -2.04773)  -0.069
O (-4.67064, 3.16587, 1.74398)  -0.068
H (-2.27716, 2.23261, 2.63439)  0.074
H (2.82160, 2.64225, -0.48542)  0.049
C (2.21033, 3.48795, 3.83617)  -0.256
H (2.47329, 5.34970, 4.91900)  0.080
H (-0.19586, -4.27034, -2.02512)  0.079
C (0.35141, 3.42654, -2.70855)  -0.271
H (1.73390, -1.93016, -1.29211)  0.021
H (-0.37188, -4.69346, 2.03336)  0.094
H (4.07038, -1.53555, -2.16090)  0.091
H (3.98577, -4.55915, -1.72740)  0.081
H (5.34739, -3.48310, -1.56634)  0.079
H (-1.31569, 3.14840, 1.43984)  0.062
H (4.07441, 3.13650, 4.36324)  0.093
O (2.15129, -2.51043, -1.97045)  -0.125
N (5.11874, 4.23795, 1.21623)  0.154
H (-2.46682, -2.49969, -2.68957)  0.051
H (1.94873, 4.00891, 5.94412)  0.076
C (-0.76810, -0.00045, 0.47505)  -0.382
H (0.32597, 2.31149, -4.31785)  0.091
H (-3.37018, -1.78673, 2.77307)  0.093
H (3.81014, -0.69417, 3.04564)  0.091
H (-2.34485, 3.92929, 2.64068)  0.077
H (-5.71348, -3.81834, 1.16869)  0.071
H (3.24099, 2.72297, 1.16699)  0.060
H (4.17426, -0.02839, -0.29941)  0.043
C (-4.30718, 0.30076, -2.61533)  -0.080
C (-3.46173, 2.96488, 1.02479)  -0.332
O (3.66728, 3.52654, 3.58142)  -0.140
H (-4.07948, -0.75038, -2.82617)  0.052
H (-6.07559, -3.11917, -0.31011)  0.075
H (-0.70400, 0.24490, 1.56094)  0.100
H (-1.69628, 0.51865, 0.18098)  0.082
H (1.08337, 5.41855, -2.38169)  0.080
N (3.87872, -0.18237, 2.18502)  0.134
C (-2.27637, 3.08719, 1.94691)  -0.090
H (-0.68504, -2.96663, -1.00866)  0.056
H (-2.20691, -3.66608, -4.01545)  0.087
N (-0.55458, -4.21782, 1.17501)  0.138
H (-1.82913, -1.48560, 2.01906)  0.031
C (-1.71628, -2.67857, 3.69213)  -0.653
C (-5.41117, -3.87345, 0.11860)  -0.079
H (-4.80202, 0.52876, -3.57424)  0.074
H (0.58645, 1.65572, 0.15164)  0.097
N (-0.53609, -3.96816, -1.13549)  0.151
C (-3.08919, 1.20796, -2.39583)  -0.277
O (-0.30542, -0.97715, -3.18336)  -0.119
H (-3.54769, 1.98379, 0.54476)  0.093
H (0.79071, 4.67382, 4.95390)  0.075
O (-3.58765, 2.53637, -2.63892)  -0.096
H (-5.37705, 3.15861, 1.09026)  0.083
H (-2.13547, -4.06501, 5.14841)  0.101
C (0.44319, 0.60954, -0.18558)  -0.417
H (5.70118, 5.03864, 1.34870)  0.096
O (0.77912, 2.27056, -3.47113)  -0.143
H (-3.49252, -3.56966, -0.89877)  0.092
C (-0.31700, -4.80769, -0.06374)  -0.607
C (1.86357, 4.45223, 4.94346)  -0.087
H (2.09246, 4.35710, -3.43036)  0.085
H (-0.11190, 3.00857, -1.81425)  0.094
H (-3.53077, -3.53818, 4.32900)  0.090
O (0.18985, -5.94765, -0.18102)  -0.007
Ag (2.03331, 0.25995, -2.72707)  0.825
H (-1.05029, -3.33339, 1.12267)  0.022
H (2.10099, 2.41995, 4.04915)  0.113
C (-3.97539, -3.39233, 0.06925)  -0.305
C (-1.98820, -2.65280, -3.65848)  -0.084
H (4.47317, -3.58774, -3.13604)  0.076
C (-0.51520, -2.31456, -3.63390)  -0.297
O (-3.97619, -1.96674, 0.33011)  -0.127
Ag (1.13550, -1.99213, 1.42601)  0.822
H (3.63841, -2.20536, -0.59175)  0.087
N (3.41336, 3.00436, 0.22231)  0.159
H (-5.52072, -4.83840, -0.36080)  0.074
O (1.65866, -0.07863, -0.22041)  -0.378
H (3.10769, -0.00332, 1.54829)  0.030
O (4.86110, 4.22008, -1.08980)  0.001